ORCA calculation (ωB97M-V with the def2-TZVPD basis set) on one molecule with the formula CH4N2O2.

```
! wB97M-V def2-TZVPD RIJCOSX def2/J DEFGRID3
* xyz 0 1
O 1.9870 -1.0947 0.6398
N 1.2989 -0.0164 -0.2146
C 0.0222 -0.3559 0.1052
N -1.1348 0.5334 -0.2377
O -0.8066 1.6161 -1.1847
H 1.1819 -1.7754 0.9628
H -0.2932 -1.0837 1.1557
H -1.8372 -0.0244 -0.8006
H -0.4181 2.2009 -0.4259
*
```

Values from the calculation:
E_HOMO: -9.6 eV
HOMO-LUMO gap: 0.3687 Eh
LUMO energy: 0.481 eV

Mulliken atomic charge list, values in e, 2 entries:
1 O -0.366
2 N -0.160


ORCA calculation (ωB97M-V with the def2-TZVPD basis set) on a 2-piece molecular cluster, CH4N2O2 overall.

```
! wB97M-V def2-TZVPD RIJCOSX def2/J DEFGRID3
* xyz 0 3
C -1.4417 -1.0342 0.6890
N 1.6984 0.1826 -0.0101
N 1.1737 0.5273 -1.0383
O -2.0847 -1.1864 1.7021
O 0.3705 1.6398 -1.0213
H -1.9646 -0.9829 -0.3615
H 2.3204 -0.5726 -0.2933
H -0.3571 -0.8877 0.6222
H 0.2852 2.3140 -0.2889
*
```

Values from the calculation:
E_HOMO (alpha / beta): -6.6 / -10.7 eV
<S²>: 2.0061
HOMO-LUMO gap (alpha / beta): 0.2745 / 0.3071 Eh
LUMO energy (alpha / beta): 0.867 / -2.304 eV

Mulliken atomic charge list, values in e, 2 entries:
1 C -0.232
2 N -0.392


ORCA calculation (ωB97M-V with the def2-TZVPD basis set) on one molecule with the formula CH4N2O2S.

```
! wB97M-V def2-TZVPD RIJCOSX def2/J DEFGRID3
* xyz 0 1
O -1.9778 -0.0493 -0.0710
N -0.9431 -0.9164 -0.2120
C 0.3395 -0.4463 -0.0678
S 1.6578 -1.4294 -0.0035
N 0.4430 0.8999 0.1174
O 1.6579 1.5782 -0.1388
H -2.0425 0.0218 0.8639
H -1.0603 -1.9021 -0.1648
H -0.3459 1.4419 -0.2238
H 2.2716 0.8016 -0.0996
*
```

Values from the calculation:
E_HOMO: -9.0 eV
HOMO-LUMO gap: 0.3477 Eh
LUMO energy: 0.489 eV

Mulliken atomic charge list, values in e, 2 entries:
1 O -0.455
2 N -0.093


ORCA calculation (ωB97M-V with the def2-TZVPD basis set) on a 2-piece molecular cluster, CH4N2O2S overall.

```
! wB97M-V def2-TZVPD RIJCOSX def2/J DEFGRID3
* xyz 0 1
C -0.0817 1.1553 -0.1153
N 0.4483 2.2203 0.3385
N -1.2367 -1.5057 0.3378
O 2.0091 -0.5813 0.3877
O 1.1049 -0.7163 -1.8352
S 0.8882 -0.3722 -0.4633
H -1.1244 0.7090 -0.2008
H -0.2479 2.9845 0.4225
H -0.9688 -2.3993 -0.0977
H -0.7910 -1.4942 1.2258
*
```

Values from the calculation:
E_HOMO (alpha / beta): -9.6 / -10.6 eV
HOMO-LUMO gap (alpha / beta): 0.3092 / 0.3361 Eh
LUMO energy (alpha / beta): -1.143 / -1.410 eV

Mulliken atomic charge list, values in e, 2 entries:
1 C 0.046
2 N -0.494


ORCA calculation (ωB97M-V with the def2-TZVPD basis set) on one molecule with the formula CH4N2O2S.

```
! wB97M-V def2-TZVPD RIJCOSX def2/J DEFGRID3
* xyz 0 1
C 0.2117 -0.5684 0.3396
N 0.6266 0.6164 1.1989
N -0.9176 -0.2000 -0.3178
O 0.1425 -0.4363 -2.6303
O 1.2092 1.4927 0.4878
S -0.8931 0.4066 -1.9844
H 1.0976 -0.6525 -0.3111
H 0.1186 -1.4745 0.9689
H 0.1467 0.8595 2.0885
H -1.7422 -0.0435 0.1601
*
```

Values from the calculation:
E_HOMO (alpha / beta): -8.4 / -8.6 eV
HOMO-LUMO gap (alpha / beta): 0.3254 / 0.2863 Eh
LUMO energy (alpha / beta): 0.471 / -0.814 eV

Mulliken atomic charge list, values in e, 2 entries:
1 C -0.402
2 N 0.072


ORCA calculation (ωB97M-V with the def2-TZVPD basis set) on a 2-piece molecular cluster, CH4N2O2S overall.

```
! wB97M-V def2-TZVPD RIJCOSX def2/J DEFGRID3
* xyz 0 1
C -1.0153 0.5978 0.8997
N 2.3540 -2.2427 -1.2011
N -0.5977 -0.4378 -0.0275
O 1.4824 -2.9512 -1.6263
O -3.0042 -0.6660 -0.8935
S -1.5974 -1.0656 -0.9899
H -0.4619 0.6765 1.8604
H -0.9323 1.6016 0.4967
H -2.0748 0.3227 1.2001
H 2.3418 -2.3896 -0.1082
*
```

Values from the calculation:
E_HOMO: -9.6 eV
HOMO-LUMO gap: 0.3363 Eh
LUMO energy: -0.459 eV

Mulliken atomic charge list, values in e, 2 entries:
1 C -0.667
2 N 0.015


ORCA calculation (ωB97M-V with the def2-TZVPD basis set) on one molecule with the formula CH4N2O2S.

```
! wB97M-V def2-TZVPD RIJCOSX def2/J DEFGRID3
* xyz 0 3
C -0.1117 -0.3387 -0.0002
N -0.6247 -1.5709 -0.1662
N -0.4998 0.7956 0.3280
O 2.3596 0.9426 -0.6314
O -1.8624 1.1546 0.2327
S 1.9203 -0.3508 0.2882
H -1.6516 -1.7704 -0.1829
H -0.2254 -2.3754 -0.6179
H 2.6650 1.6203 -0.1055
H -1.9692 1.8930 0.8551
*
```

Values from the calculation:
E_HOMO (alpha / beta): -5.2 / -8.9 eV
<S²>: 2.0067
HOMO-LUMO gap (alpha / beta): 0.2179 / 0.2459 Eh
LUMO energy (alpha / beta): 0.748 / -2.210 eV

Mulliken atomic charge list, values in e, 2 entries:
1 C 0.491
2 N -0.414


ORCA calculation (ωB97M-V with the def2-TZVPD basis set) on a 2-piece molecular cluster, CH4N2O3 overall.

```
! wB97M-V def2-TZVPD RIJCOSX def2/J DEFGRID3
* xyz 0 1
H -0.7944 -2.1517 -0.7901
N -0.9766 -1.2017 -0.5736
C -0.0737 -0.4799 -0.0698
O 1.1607 -0.9271 0.2126
N 2.3652 -0.1750 0.3533
O 3.2056 -0.7367 -0.2395
H -0.3952 0.4698 0.5579
O -1.6007 1.5975 0.4227
H -1.2700 2.3243 0.6996
H -1.6208 1.2805 -0.5731
*
```

Values from the calculation:
E_HOMO: -10.2 eV
HOMO-LUMO gap: 0.3569 Eh
LUMO energy: -0.519 eV

Mulliken atomic charge list, values in e, 2 entries:
1 H 0.238
2 N -0.562


ORCA calculation (ωB97M-V with the def2-TZVPD basis set) on a 2-piece molecular cluster, CH4N2O3 overall.

```
! wB97M-V def2-TZVPD RIJCOSX def2/J DEFGRID3
* xyz 0 3
C 2.3440 0.9406 0.0261
N -0.4471 -0.1499 -0.4340
N 2.9136 -0.0870 -0.1304
O 2.0769 2.0923 0.0566
O 2.5803 -1.4176 -0.2318
O 0.2267 -0.6070 0.6020
H 0.2611 0.1263 -1.1772
H -1.1341 -0.8034 -0.8598
H -1.0389 0.7609 -0.1846
H 1.6360 -1.3810 0.3801
*
```

Values from the calculation:
E_HOMO (alpha / beta): -5.2 / -10.0 eV
<S²>: 2.0142
HOMO-LUMO gap (alpha / beta): 0.1962 / 0.2820 Eh
LUMO energy (alpha / beta): 0.107 / -2.351 eV

Mulliken atomic charge list, values in e, 2 entries:
1 C 0.375
2 N -0.285


ORCA calculation (ωB97M-V with the def2-TZVPD basis set) on CH4N2O3P as an isolated structure.

```
! wB97M-V def2-TZVPD RIJCOSX def2/J DEFGRID3
* xyz -1 1
C 3.0996 0.1051 0.1701
N 2.3470 0.2823 -0.7427
N -0.1209 0.5696 -1.0233
O -3.1193 -1.5306 0.3128
O 4.0841 -0.0748 0.8448
O 0.0039 1.1918 1.3805
P -0.9837 0.9597 0.2898
H -2.3495 -1.0062 0.0790
H -3.2632 -1.4578 1.2415
H -0.9103 0.5177 -1.7778
H 1.2124 0.4432 -0.7748
*
```

Values from the calculation:
E_HOMO: -4.9 eV
HOMO-LUMO gap: 0.3230 Eh
LUMO energy: 3.885 eV

Mulliken atomic charge list, values in e, 2 entries:
1 C 0.513
2 N -0.583


no.,E_tot (Ha)
1,-300.27358
2,-300.23891
3,-698.57106
4,-698.52446
5,-698.53814
6,-698.53840
7,-698.43267
8,-375.54995
9,-375.40455
10,-717.18490